88
Properties=species:S:1:pos:R:3:mulliken_charge:R:1 method="wB97M-V/def2-TZVPD" charge=+3 gap_ha=0.195 de_lowest_kcal_mol=10.9 mol_weight_g_mol=711.60 energy_ha=-2512.5895
Y 11.407 10.875 16.127 1.00
N 12.996 8.950 16.221 -0.16
C 14.329 8.297 16.198 -0.90
C 15.315 8.895 15.171 -0.82
C 15.297 10.448 15.201 -0.41
C 14.210 11.067 14.311 -0.45
N 13.382 12.037 15.022 -0.62
H 12.521 8.650 17.095 0.22
H 12.418 8.473 15.518 0.35
H 14.206 7.229 15.980 0.36
H 14.690 8.325 17.212 0.47
H 15.111 8.499 14.145 0.34
H 16.291 8.519 15.511 0.37
H 16.293 10.899 15.019 0.50
H 15.193 10.711 16.299 0.03
H 13.543 10.276 13.946 0.19
H 14.707 11.560 13.468 0.47
H 12.964 12.736 14.359 0.25
H 14.006 12.575 15.632 0.23
C 9.925 15.040 16.763 -1.54
P 11.267 13.811 17.136 0.82
C 12.660 15.030 17.065 -1.43
C 10.957 13.765 18.926 -0.99
C 11.958 12.857 19.722 -1.13
P 12.103 11.208 19.001 1.15
C 13.868 10.798 19.283 -1.29
C 11.275 10.099 20.222 -1.41
H 10.003 15.924 17.414 0.48
H 8.958 14.573 16.833 0.43
H 10.088 15.377 15.778 0.50
H 12.488 15.938 17.656 0.44
H 12.818 15.399 16.037 0.43
H 13.632 14.556 17.378 0.34
H 9.910 13.362 19.030 0.45
H 11.030 14.811 19.285 0.56
H 11.504 12.683 20.678 0.54
H 12.941 13.362 19.787 0.45
H 14.182 10.796 20.318 0.49
H 14.542 11.520 18.772 0.33
H 14.093 9.813 18.831 0.19
H 11.636 10.241 21.267 0.46
H 11.542 9.080 19.929 0.39
H 10.179 10.219 20.087 0.37
C 8.126 12.732 11.734 -0.87
N 9.052 11.987 12.599 0.70
C 9.488 12.173 13.833 -0.59
N 10.210 11.119 14.255 0.69
C 10.267 10.345 13.136 -0.75
N 9.595 10.840 12.130 -0.64
C 6.954 11.941 11.205 0.58
C 6.397 12.273 9.956 -0.90
C 5.514 11.389 9.269 -0.61
C 5.133 10.208 9.855 -0.82
C 5.626 9.940 11.172 0.22
C 6.522 10.792 11.832 -0.15
C 5.193 8.727 11.904 0.51
N 4.103 8.045 11.667 -0.43
N 4.045 7.058 12.610 -0.44
C 5.119 7.111 13.354 0.48
O 5.887 8.207 12.980 -0.24
C 5.602 6.204 14.370 -0.33
C 4.902 5.007 14.626 -0.68
C 5.263 4.191 15.713 -0.69
C 6.370 4.541 16.465 -0.93
C 7.036 5.762 16.280 0.95
C 8.141 6.069 17.242 -0.96
N 8.603 7.453 17.140 0.64
C 9.793 7.878 16.718 -0.49
N 9.878 9.240 16.733 0.54
C 8.623 9.572 17.156 -1.05
N 7.825 8.523 17.419 -0.64
C 6.712 6.522 15.184 0.15
H 8.733 13.007 10.829 0.47
H 7.907 13.725 12.167 0.32
H 9.266 13.053 14.422 0.46
H 10.871 9.477 12.953 0.54
H 6.689 13.185 9.434 0.42
H 5.168 11.705 8.296 0.44
H 4.492 9.460 9.388 0.53
H 6.948 10.542 12.811 0.49
H 4.041 4.737 13.997 0.47
H 4.695 3.279 15.816 0.43
H 6.534 3.976 17.394 0.36
H 9.026 5.413 17.111 0.24
H 7.806 5.974 18.265 0.50
H 10.617 7.199 16.564 0.41
H 8.206 10.561 17.222 0.64
H 7.257 7.423 14.907 0.58



27
Properties=species:S:1:pos:R:3:mulliken_charge:R:1 method="wB97M-V/def2-TZVPD" smiles=CCC[Si](C)(NC)NC gap_ha=0.314 de_lowest_kcal_mol=52.7 mol_weight_g_mol=146.31 energy_ha=-638.3668
C 3.405 -1.307 0.206 -1.40
C 2.112 -0.450 0.320 -0.46
C 1.052 -0.850 -0.782 -0.67
Si -0.617 0.299 -0.656 0.31
C -1.664 0.249 -2.233 -1.01
N -0.313 1.851 -0.091 -0.17
C 0.275 2.149 1.182 -0.82
N -1.621 -0.852 1.017 -0.56
C -3.089 -0.535 1.073 -0.88
H 4.133 -1.030 0.982 0.37
H 3.052 -2.337 0.212 0.33
H 3.966 -1.139 -0.699 0.34
H 1.660 -0.609 1.352 0.24
H 2.281 0.561 0.132 0.48
H 0.973 -1.908 -0.669 0.45
H 1.335 -0.642 -1.916 0.29
H -2.156 1.204 -2.416 0.33
H -0.954 -0.010 -3.054 0.29
H -2.404 -0.564 -2.213 0.28
H -1.059 2.465 -0.329 0.26
H 1.097 1.473 1.438 0.23
H 0.757 3.086 1.133 0.39
H -0.480 2.224 1.996 0.25
H -1.529 -1.823 0.714 0.21
H -3.534 -0.909 1.913 0.36
H -3.120 0.525 1.048 0.26
H -3.556 -1.120 0.341 0.29



12
Properties=species:S:1:pos:R:3:mulliken_charge:R:1 method="wB97M-V/def2-TZVPD" smiles=OC[C@H]1CN1 gap_ha=0.369 de_lowest_kcal_mol=92.9 mol_weight_g_mol=73.09 energy_ha=-248.3785
O -1.287 -0.928 0.096 -0.59
C -1.043 0.581 -0.169 -0.38
C 0.535 0.496 -0.359 -0.06
C 1.407 -0.200 0.561 -0.47
N 1.086 -0.865 -0.743 -0.70
H -2.314 -0.785 0.343 0.31
H -1.333 1.264 0.649 0.31
H -1.605 0.675 -1.195 0.29
H 1.085 1.313 -0.733 0.39
H 2.328 0.298 0.511 0.33
H 0.827 -0.375 1.639 0.22
H 0.315 -1.474 -0.600 0.35



57
Properties=species:S:1:pos:R:3:mulliken_charge:R:1 method="wB97M-V/def2-TZVPD" charge=+1 spin_multiplicity=4 gap_ha="0.333 / 0.334" mol_weight_g_mol=598.69 energy_ha=-2712.5621
Er -0.104 -0.301 0.808 1.19
O -2.462 -0.032 -2.703 -0.60
C -1.633 0.160 -1.854 0.19
N -0.810 -0.762 -1.238 -0.19
C -0.758 -2.065 -1.700 -0.01
O -1.491 -2.626 -2.469 -0.55
C 0.468 -2.787 -1.161 0.94
C 0.899 -3.920 -1.828 -0.91
C 2.086 -4.516 -1.440 -0.24
C 2.788 -3.968 -0.377 -0.88
C 2.268 -2.862 0.266 0.16
N 1.131 -2.261 -0.113 -0.05
C -1.348 1.592 -1.403 0.55
C -2.093 2.587 -2.014 -0.60
C -1.819 3.909 -1.714 -0.30
C -0.802 4.186 -0.811 -0.70
C -0.126 3.134 -0.227 -0.28
N -0.381 1.852 -0.502 -0.20
H 0.298 -4.296 -2.644 0.49
H 2.464 -5.385 -1.962 0.46
H 3.723 -4.393 -0.043 0.43
H 2.777 -2.436 1.118 0.17
H -2.858 2.293 -2.717 0.52
H -2.380 4.709 -2.179 0.47
H -0.546 5.204 -0.554 0.45
H 0.664 3.324 0.490 0.47
C 1.609 1.691 4.668 -0.64
O 1.729 0.297 4.329 -0.32
P 1.836 -0.214 2.817 0.83
O 1.149 -1.704 2.994 -0.21
C 0.072 -2.015 3.912 -0.67
O 3.359 -0.608 2.591 -0.35
C 4.158 -1.315 3.565 -0.68
H 0.987 1.752 5.557 0.27
H 1.133 2.252 3.861 0.19
H 2.594 2.104 4.878 0.30
H 0.105 -3.090 4.069 0.27
H -0.894 -1.731 3.494 0.35
H 0.212 -1.507 4.862 0.26
H 5.068 -0.743 3.716 0.28
H 4.403 -2.296 3.166 0.26
H 3.626 -1.425 4.507 0.31
C -2.499 2.733 4.999 -1.48
C -2.701 2.827 3.481 2.05
C -4.196 2.835 3.145 -1.69
C -2.038 4.113 2.955 -1.32
C -2.057 1.676 2.828 -0.68
C -1.575 0.697 2.277 -0.40
H -2.989 3.572 5.494 0.42
H -1.436 2.760 5.242 0.21
H -2.919 1.806 5.391 0.39
H -4.682 3.694 3.610 0.40
H -4.677 1.927 3.508 0.40
H -4.346 2.891 2.067 0.36
H -2.407 4.981 3.504 0.42
H -2.261 4.250 1.897 0.27
H -0.954 4.059 3.077 0.25



30
Properties=species:S:1:pos:R:3:mulliken_charge:R:1 method="wB97M-V/def2-TZVPD" charge=+4 spin_multiplicity=6 gap_ha="0.218 / 0.206" de_lowest_kcal_mol=17.5 mol_weight_g_mol=433.19 energy_ha=-2819.5982
Ru -3.049 -2.175 -0.180 0.80
Sc 0.495 0.652 -1.003 0.79
Cl -1.952 -0.290 -1.208 -0.20
Cl 1.647 -1.156 -1.760 -0.21
C 0.802 0.401 1.156 0.44
C -4.610 -2.685 0.576 0.38
C -2.087 -3.487 0.589 0.40
O 0.880 0.334 2.321 -0.01
O -5.647 -2.928 1.070 -0.02
O -1.462 -4.322 1.134 -0.09
C 2.419 4.537 1.733 -1.26
C 2.623 3.230 1.001 -0.39
N 1.503 2.985 0.035 0.06
C 1.681 2.841 -1.304 -0.06
S 0.294 2.744 -2.299 0.27
N 2.981 2.667 -1.750 -0.11
C 3.723 3.937 -2.020 -0.16
C 5.152 3.585 -2.365 -1.16
H 2.322 5.377 1.036 0.37
H 3.289 4.719 2.371 0.40
H 1.522 4.499 2.359 0.44
H 3.551 3.211 0.428 0.28
H 2.650 2.365 1.668 0.27
H 0.577 3.334 0.316 0.38
H 2.996 2.089 -2.599 0.51
H 3.237 4.475 -2.851 0.38
H 3.669 4.564 -1.120 0.29
H 5.213 3.046 -3.316 0.42
H 5.732 4.508 -2.440 0.41
H 5.591 2.956 -1.584 0.36